1.
# C5H6N

The ion C5H6N with charge +1 (ωB97M-V/def2-TZVPD, OMol25).

CARTESIAN COORDINATES (ANGSTROEM)
C: 2.09688 -0.38997 -0.25183
H: 2.20554 -0.40420 -1.35387
H: -1.84637 1.70966 -0.82139
H: -2.39849 -0.43444 1.24158
H: -2.44275 -1.07980 -0.57504
C: 0.66428 0.18117 0.03622
C: 1.70496 0.98140 0.20243
N: -1.71261 0.88175 -0.20752
H: 2.71755 -0.90862 0.49454
C: -2.14562 -0.45148 0.22963
C: -0.70715 0.08990 0.01892
H: 1.87687 1.75596 0.76973

Output
* electronic energy: -6759.61997 eV
* gap between HOMO and LUMO: 8.96 eV
* HOMO: -14.610 eV
* LUMO energy: -5.65 eV
* SMILES: C1=C(C2=[NH+]C2)C1
* total charge: +1
* energy relative to the best compared isomer or geometry (same formula, charge and spin): 536.2 kJ/mol


2.
# C9H9FN

A cluster of 2 separate species, C9H9FN in total (ωB97M-V/def2-TZVPD, OMol25).

CARTESIAN COORDINATES (ANGSTROEM)
H: 3.06300 1.80439 1.50813
C: 2.88474 1.00812 0.79147
H: -3.55276 1.89359 1.01177
H: 3.80461 -2.07375 0.04661
C: 3.35289 -1.15589 0.00174
C: -2.83428 0.44530 0.04321
C: 2.22615 -1.20275 -0.84161
H: 4.62274 0.14160 1.31670
H: -4.60616 1.38410 -0.33906
C: 3.79735 0.01627 0.64873
H: 1.94623 -2.13183 -1.32786
C: 1.73823 1.00817 -0.03737
H: -0.14397 -0.39268 -2.47209
C: 1.30430 -0.06707 -0.92264
C: 0.21778 0.20956 -1.66239
H: -0.34124 1.15738 -1.42337
F: 0.97573 2.06808 0.08023
C: -4.00655 1.06891 0.43760
H: -4.65026 0.65680 1.21341
N: -1.74504 0.18713 -0.20268

Output
* electronic energy: -13676.73736 eV
* gap between HOMO and LUMO: 7.70 eV
* HOMO: -13.705 eV
* LUMO energy: -6.00 eV
* total charge: +1
* energy relative to the best compared isomer or geometry (same formula, charge and spin): 109.4 kJ/mol


3.
# CF3NO2

A cluster of 2 separate species, CF3NO2 in total (ωB97M-V/def2-TZVPD, OMol25).

CARTESIAN COORDINATES (ANGSTROEM)
O: -1.50169 0.77831 -0.43525
F: 1.06423 -0.19968 1.27006
F: 1.67334 -0.85534 -0.97538
O: -1.17731 -1.28602 0.11176
C: 0.60911 0.17569 0.12084
N: -0.84090 -0.16660 -0.11228
F: 0.94688 1.36849 -0.21249

Output
* electronic energy: -14769.33346 eV
* gap between HOMO and LUMO: 11.14 eV
* HOMO: -13.036 eV
* LUMO energy: -1.90 eV
* energy relative to the best compared isomer or geometry (same formula, charge and spin): 198.8 kJ/mol


4.
# CFO3

A cluster of 2 separate species, CFO3 in total (ωB97M-V/def2-TZVPD, OMol25).

CARTESIAN COORDINATES (ANGSTROEM)
O: -1.81488 -0.57609 -0.74851
O: 2.50231 0.01526 0.35334
F: 2.05271 0.84090 -0.67333
O: -0.48439 -0.24322 1.08187
C: -1.11322 -0.32160 0.13192

Output
* electronic energy: -9894.39821 eV
* gap between HOMO and LUMO: 5.44 eV
* HOMO: -1.940 eV
* LUMO energy: 3.50 eV
* total charge: -1
* energy relative to the best compared isomer or geometry (same formula, charge and spin): 135.2 kJ/mol